C12H42N4O9 | ωB97M-V with the def2-TZVPD basis set

Output
* gap between HOMO and LUMO: 8.700 eV
* multiplicity: 1
* charge: 0
* HOMO energy: -8.95 eV
* SMILES: NC(N)=O.NC(N)=O.CCO.CCO.CCO.CO.CO.CO.CO

Last column: natural (NBO) charge in e.
Positions of all 67 atoms, in Å:
O (-0.6545, -3.6399, 1.6495)  -0.746
O (1.5685, -1.2409, 0.7155)  -0.782
O (-2.3495, 4.8051, -2.6605)  -0.727
O (0.2505, 2.8141, 2.2065)  -0.712
O (1.6755, 0.7161, -1.7385)  -0.754
O (0.1955, 5.0171, -1.2025)  -0.763
O (-1.6045, -0.6379, 0.5115)  -0.774
O (-2.4915, -2.0959, 4.1065)  -0.748
O (0.9895, -2.0229, -2.6555)  -0.734
N (3.4285, -2.4609, 0.0085)  -0.799
N (-0.6555, -1.0919, 2.9395)  -0.875
N (-0.1975, -1.8549, 4.8615)  -0.811
N (1.6155, -3.3429, -0.1795)  -0.809
C (-1.8315, 0.5751, -0.2535)  -0.259
C (-3.0515, 3.8151, -2.0655)  -0.055
C (-1.1465, -1.5209, -3.3915)  -0.630
C (3.0705, 0.5421, -1.4485)  -0.249
C (-4.5395, 3.9011, -2.5075)  -0.634
C (2.0465, 1.0611, 2.5995)  -0.651
C (-1.1145, -1.7209, 3.9625)  0.721
C (-0.1195, -4.6389, 2.4415)  -0.245
C (2.2185, -2.3139, 0.2365)  0.760
C (-0.2845, -2.6339, -2.8345)  -0.066
C (1.0395, 1.7381, 1.6315)  -0.064
C (0.4785, 3.7181, -1.6615)  -0.250
H (-5.0215, 4.9291, -2.6355)  0.223
H (-0.6465, -3.0429, -1.8975)  0.162
H (1.6035, 0.7791, 3.5145)  0.199
H (0.0675, -4.3599, 3.4375)  0.166
H (0.3555, -0.9279, 2.6585)  0.438
H (2.7755, 1.7691, 2.8145)  0.196
H (-4.6095, 3.2541, -3.3835)  0.203
H (-1.3465, -0.6609, -2.7205)  0.222
H (-0.4015, -2.3589, 5.7085)  0.403
H (0.9115, 5.4401, -0.7195)  0.479
H (-2.1165, -1.8589, -3.6975)  0.214
H (2.6185, 0.2241, 2.2135)  0.228
H (1.4965, -2.7009, -2.2455)  0.458
H (3.0875, 0.6351, -0.2935)  0.158
H (-2.7055, 2.8331, -1.9905)  0.147
H (-1.4525, -0.9619, 2.2525)  0.465
H (1.2795, -0.1669, -1.7475)  0.497
H (-0.6635, -0.9629, 0.5475)  0.506
H (3.8955, -3.3679, 0.0935)  0.401
H (0.8505, -1.7999, 4.7415)  0.393
H (0.8335, 3.5711, 2.0385)  0.457
H (0.7935, -5.0069, 2.1455)  0.149
H (0.4745, 3.0071, -0.7925)  0.174
H (-0.2355, 3.3711, -2.3885)  0.195
H (1.4775, 3.7621, -2.1035)  0.167
H (3.6725, 1.3031, -1.8495)  0.178
H (-0.6975, -1.2459, -4.3025)  0.215
H (-2.8325, 0.6671, -0.6405)  0.188
H (-5.1965, 3.3711, -1.7905)  0.206
H (3.4305, -0.4759, -1.7075)  0.162
H (0.2995, 1.0461, 1.3115)  0.182
H (-1.7785, 1.4621, 0.3655)  0.179
H (-1.0975, 0.7251, -1.0025)  0.181
H (1.7055, 2.1341, 0.9005)  0.163
H (-0.1485, -3.5299, -3.4335)  0.160
H (2.0925, -4.0039, -0.7265)  0.382
H (-1.5965, 5.0521, -2.1555)  0.494
H (4.1345, -1.7219, 0.2935)  0.411
H (-0.7665, -2.8759, 2.2115)  0.496
H (-2.9635, 4.0341, -0.9855)  0.140
H (-0.8155, -5.3769, 2.5365)  0.177
H (0.6995, -3.4479, 0.1505)  0.441